114
Properties=species:S:1:pos:R:3:forces:R:3 method="wB97M-V/def2-TZVPD" energy_ev=-106771.498 total_charge=0 multiplicity=5 homo_energy_ev="-7.4 / -7.6" s_squared=6.011 gap_ev="7.399 / 7.032"
C 6.802760 15.009880 0.897620 -0.0768 -1.3407 0.6735
H 7.428310 14.235630 1.341830 0.3488 0.0278 -0.3764
H 7.269440 15.982690 1.052350 -0.1646 0.0721 -0.4700
H 0.506600 9.952620 -6.476250 0.6281 0.3400 0.0875
C 7.206840 8.430390 -3.224910 1.4023 0.6857 3.5619
H -0.491080 14.316070 2.760580 0.0518 -0.3870 0.1561
H 2.372320 12.888840 -5.858420 0.0318 -0.1821 0.2456
C 8.665140 8.698950 -2.850680 0.3875 1.3306 -0.4675
O -0.868860 18.052850 -0.471840 0.2451 0.1573 -0.6513
H 8.780150 9.717070 -2.478790 0.0595 0.1775 0.0839
H 2.087090 13.774640 -0.436280 0.2492 -0.4173 0.0985
C 1.305030 13.165510 2.706170 -0.2649 -0.9466 -0.7741
H 3.116280 14.471150 -5.749710 0.2993 0.0925 0.3121
H 0.469580 12.948850 -9.008550 0.0449 0.2770 0.1012
H 7.859440 6.439610 -3.725410 0.0906 0.1996 0.2360
O 6.240330 13.289230 -1.231300 0.2221 2.1327 1.2950
S 2.582790 10.189820 -7.909690 -4.0693 1.7993 2.0137
H 6.175920 6.925300 -3.893230 -0.1779 -0.6849 -1.4755
H 5.038390 11.076610 -0.213770 2.2005 3.0525 2.8740
H 3.518960 15.514070 0.611990 -0.1019 0.0312 0.1289
H 7.928690 13.468100 -6.941930 0.1228 -0.5412 -0.0093
N 0.478340 18.484250 -7.834690 1.4275 0.0845 -0.9824
H 7.278060 15.846700 -6.754930 -0.1975 -0.6639 -0.3973
H 3.159820 8.313020 -4.974440 -1.3645 -1.6685 -4.2169
C 7.204750 7.244160 -4.060360 -1.0913 -1.0012 -0.4324
H 4.570130 13.765770 -3.897430 0.3900 0.1680 0.0282
H 0.103970 15.591940 -2.288050 0.3126 0.2847 -0.1223
C 0.413510 14.160180 0.898640 2.4516 -1.5298 0.0772
C 3.859770 12.979160 -4.151870 -1.4315 -0.3072 -1.0424
H 4.383310 8.472970 -3.699670 4.1354 -0.9895 1.5178
H -0.902210 11.123570 -7.709810 -0.2137 0.4631 -0.1156
H 10.223840 14.071200 -4.486390 -0.0104 0.2282 -0.0850
O 7.642230 15.373960 -1.563720 -0.3653 -0.6175 -0.4604
H 8.900010 16.551700 -4.848530 -0.4813 -0.0156 -0.0925
H 2.107970 11.608440 -9.814440 0.2397 -0.4118 0.0406
C 4.973000 15.646070 -0.943390 1.1758 -0.5166 -1.0362
H 3.590460 19.105930 -8.713180 0.0747 -0.3330 0.1074
C -0.478500 18.477540 -4.187770 0.3309 1.5997 -0.3346
H 5.317140 13.743180 1.214370 -1.2038 -0.1788 -0.3545
H 3.508870 10.243260 -0.348880 -3.5838 -0.0801 1.0862
C 4.588570 15.709050 0.534400 -2.8989 0.6353 -0.8407
H 3.204230 13.196930 -2.153570 -0.0028 0.5626 0.2215
O 9.177220 11.918160 -5.040110 -0.7635 0.2760 -0.5136
B 3.327890 8.489810 -3.923380 -0.7049 -0.1121 -0.1375
C 2.283310 11.851950 -8.766560 -0.4800 -0.7186 1.0142
H 3.004390 9.496280 -3.707490 -2.0705 3.8065 0.9695
H 6.792940 8.245180 -2.233710 -0.5346 -0.7654 0.2117
O 3.018670 9.249820 -8.835600 1.4821 -2.0711 -2.3871
H -0.572480 16.402480 -4.730810 0.3011 0.1274 -0.3814
C 2.688410 18.649030 -8.333790 -2.6374 2.2652 -0.5179
H 4.384810 10.607320 -1.752500 -1.0293 1.3410 -5.0137
H -0.937190 19.923670 -2.662820 0.2651 0.1291 0.2063
C 5.369600 14.813350 1.414590 1.8323 -1.0199 -0.2661
H -0.366940 10.645430 -9.252170 0.6839 0.3841 -0.3665
O 3.206300 10.234290 -6.599790 -0.3941 1.2125 -1.0212
O 4.553660 11.728640 -4.061280 -0.1726 1.1974 -0.3635
C 2.481280 17.488230 -7.596420 -0.4512 -0.9835 -0.6227
H 5.072280 9.361320 -0.759360 1.7443 -3.5757 0.2345
H -1.548620 18.538210 -4.385910 0.0004 0.0866 0.0791
C 8.786260 15.557910 -5.281580 1.1250 -1.1026 0.5020
H 0.077770 18.900000 -5.024540 -0.3746 0.2106 -0.2952
C 1.102970 17.321350 -7.407500 0.6638 1.0482 0.8095
H 9.040350 8.032990 -2.073630 -0.2067 -0.2242 -0.1084
O 7.232400 12.559180 -3.604800 1.9315 1.4505 -2.1905
H 3.189010 12.457450 -8.732120 -0.3166 0.2273 0.5323
Pt 4.645510 9.765530 -5.136850 2.6900 1.0077 1.8690
C 7.415910 15.198680 -5.889380 -0.2861 0.6807 1.4764
H 0.443280 8.925330 -7.854000 0.4092 -0.0584 -0.2286
H -0.446490 18.780650 -7.557300 0.1431 -0.2298 -0.3804
H 5.165570 14.830040 2.485190 0.2748 0.8162 -0.0562
H 9.185330 14.657640 -3.204580 -0.5038 0.2418 -0.1651
C 1.420770 19.282750 -8.483590 1.4845 -1.0374 1.0859
C -0.024790 17.080740 -4.076510 0.3458 -2.6351 1.7911
H 0.810730 12.857310 -7.296430 0.3259 -0.4790 0.0843
H 2.820250 7.833290 -3.233790 -1.4313 -2.4672 2.3462
H -0.233670 14.770080 0.285790 -0.1525 -0.0937 0.3427
H 1.249010 20.263960 -8.900870 -0.4552 -0.1982 0.0875
S 0.094480 17.952400 -1.548120 -0.7666 0.5724 -1.1997
H 1.049480 17.025050 -4.252390 -0.0075 -0.2373 -0.1457
C 7.326950 13.688680 -6.060260 0.5888 -0.0289 -1.3707
H 3.053080 12.274580 1.709360 0.0768 0.2131 -0.0656
H 2.035490 13.996650 -3.283620 0.7472 0.9222 -0.2171
Pt 5.985620 11.333560 -2.185410 -1.3647 -1.9595 -2.4110
H 9.588620 15.441910 -6.010190 -0.3679 0.5085 -0.6834
C -0.331720 16.532860 -2.624120 -0.3827 1.7205 -0.5501
H -1.414720 16.495290 -2.506640 -0.0956 -0.2482 0.0054
H 7.557270 7.583220 -5.034460 -0.6195 -0.4433 -0.4895
H 3.341820 16.856270 -7.433630 -0.5356 -0.5939 0.4330
H 6.343090 13.244150 -6.210280 0.0093 0.1503 0.3877
H 4.430710 15.184540 -1.768620 -0.8515 -0.8221 0.8065
H 9.290970 8.611280 -3.738790 0.2702 0.0394 -0.0541
C 3.298310 13.405980 -5.606980 0.9586 -1.5643 1.0298
N 0.154970 13.768240 2.210480 1.3127 1.2661 -0.8007
H 6.620540 15.465410 -5.193430 0.0104 0.3202 0.2092
H 5.045590 16.647890 -1.366700 0.9646 0.0890 0.2653
H 0.831990 19.868070 -2.994190 -0.0329 -0.3440 0.0399
O 1.488230 17.943020 -1.238740 1.0501 -0.1960 0.2747
C -0.094210 19.295100 -2.949850 -1.0851 -1.3334 1.3546
C 0.011800 10.976450 -8.285170 -1.0376 1.7649 0.7606
H 1.367960 12.843620 3.735160 -0.1356 -0.0582 -0.1205
B 4.517050 10.286070 -0.730960 1.2742 -0.8470 1.4564
C 0.881360 12.303520 -8.232600 -0.0495 -0.7956 -1.7700
C 2.184320 12.912850 1.644020 -0.3375 0.2016 2.1634
H 4.066110 13.029940 -6.283120 -0.0321 0.2796 -0.4501
C 9.235300 14.480920 -4.279000 -0.8726 -1.5740 0.2032
O 6.500650 9.515030 -3.690100 -0.9295 2.2499 -1.3322
S 6.546530 14.683290 -0.908250 0.4649 1.8902 0.7946
S 8.203140 12.924880 -4.683900 0.3028 0.2108 2.6204
C 0.715690 9.934750 -7.545860 1.9064 -1.5495 0.3550
C 2.716860 13.160240 -3.127850 -0.0400 -0.3940 1.2194
C 1.694350 13.604070 0.555210 -3.2729 1.7522 -1.1015
H 0.510230 16.586320 -6.883300 0.2840 -0.0526 -0.0543
H 1.928260 12.452010 -2.873640 0.4467 -1.3178 -0.9880
H 4.706230 16.767380 0.767190 0.1888 -0.1169 0.5891

=====

119
Properties=species:S:1:pos:R:3:forces:R:3 method="wB97M-V/def2-TZVPD" energy_ev=-94180.325 total_charge=0 homo_energy_ev=-8.4 gap_ev=8.443
H -4.477765 5.390358 -6.595511 0.1553 0.0257 0.0058
H -4.047317 5.978523 -4.976138 -0.0576 -0.0226 0.0470
C -3.024990 6.378424 -2.237932 -0.1144 -0.0492 0.0739
N 1.325034 4.128905 4.436789 -0.0051 -0.1529 -0.0236
H -2.295205 -2.007053 0.450968 -0.0278 -0.0094 0.2459
H 2.027014 2.405202 5.384268 -0.0490 -0.1691 -0.0344
H 1.213509 -4.085032 0.525774 0.3866 -0.6178 0.2068
C 5.598668 2.063605 1.583712 -0.8912 -0.0490 -0.2159
H -4.616181 -2.559983 3.667942 0.1920 -0.0221 0.0130
O 0.981338 -4.176785 1.459660 -0.2264 0.8037 -0.7051
H -7.267573 4.626412 -0.771114 -0.0918 -0.0620 -0.0083
H -6.796427 3.290644 -1.842361 0.0238 0.1267 -0.0222
H 6.908300 -13.370140 -2.707400 0.0039 0.0597 -0.0157
H -6.658447 2.881352 -4.951609 -0.0383 -0.0512 -0.0846
H -0.029468 7.792056 -2.262973 -0.0705 0.0338 -0.0019
H -3.277432 -1.613867 3.479834 -0.1193 0.3941 0.1548
O 3.295539 -5.900998 0.741103 -0.8535 -0.4648 -1.2770
C 4.320828 1.221108 1.842442 1.3127 -0.5411 -0.8825
N -5.043151 -2.465351 1.252215 -0.8251 -0.7303 -0.7825
C 2.481549 -1.155801 1.016708 -3.0754 -2.6726 -1.5623
O 2.697848 -1.319994 2.414249 0.3993 2.1107 0.0917
H -5.318321 0.067938 1.076225 0.5113 0.0732 -0.2037
H -3.188310 0.783648 -0.002646 -0.3534 0.1591 0.3455
Cl 5.595318 -7.468343 0.176877 -0.0653 0.6516 -0.2678
H 6.709458 -11.324414 0.264303 -0.0046 -0.0571 -0.0614
C 1.269913 5.079331 5.532650 0.0275 0.1124 -0.2523
C 7.039000 -10.837651 -2.996444 0.0103 0.0337 -0.1292
C -0.677544 6.923439 -2.175751 -0.1471 -0.2071 0.0483
H 2.010409 0.232197 -0.405567 -0.3162 -0.3391 0.1667
C -2.141148 -0.945954 0.682162 -0.2458 -0.4062 -0.4212
N 2.392977 0.204475 0.532373 2.0391 0.4486 0.1897
H 4.750440 -1.530041 -1.157717 0.0152 -0.0762 0.0185
O -6.115524 0.999834 -0.498127 -0.2218 0.1840 -0.0147
H 3.684440 1.681590 2.594764 -0.1358 -0.1743 -0.0122
H 2.673233 -2.388318 -0.765584 -0.2576 0.1932 0.1070
H 5.981989 -3.216260 1.009643 -0.1694 -0.4283 -0.0240
H -5.807243 3.212242 -6.478761 0.0512 0.0542 0.0297
H 0.709705 -1.547002 -1.106015 0.2959 0.0302 0.2389
H -4.045366 6.785513 -2.356365 0.0448 0.0855 0.0238
C -6.381275 5.422133 -4.082889 0.0284 0.0553 0.0572
C 6.833117 -12.919205 -1.719910 -0.0109 0.2403 0.1962
C -6.435340 3.641079 -5.701738 -0.1450 0.0918 0.1962
H -2.011021 9.317584 -1.703975 -0.0557 0.1093 -0.0631
H 6.528535 -2.904275 -0.611182 0.0493 -0.0194 0.1253
O 0.596990 -0.549123 2.109388 -0.1317 -0.1754 0.0843
H 5.962068 -10.007142 -0.672043 0.0338 -0.0173 0.1008
O 1.712568 -0.017268 3.966389 0.2107 1.9542 4.1212
H 1.272697 2.132215 3.806884 -0.0218 0.0787 -0.0526
H 5.836129 -4.934787 -1.248659 -0.0241 -0.0618 0.1094
H 7.723772 -10.078094 -0.502646 -0.0635 0.0543 0.1055
C 4.687335 -1.940225 -0.144420 -0.1605 -0.0331 -0.2166
H -8.399250 3.966833 1.436346 -0.1225 0.0036 0.0376
O 5.225563 -5.300171 1.949069 1.4535 0.2556 0.0566
C 3.189340 -2.225094 0.180920 1.7836 0.1480 0.5577
N 6.901155 -11.474298 -1.815851 0.0060 -0.1882 -0.0891
H 7.654038 -13.284679 -1.099317 -0.0466 -0.1298 -0.0263
H -3.457492 8.861952 -2.625428 0.0003 -0.0581 0.0142
H 5.991405 1.810119 0.595338 0.1563 -0.0181 0.0913
H -5.785404 6.254202 -3.669977 0.0455 -0.0167 -0.0773
H -0.533916 0.442484 0.145647 0.0276 -0.0346 0.0361
H -3.917420 -0.710921 -0.547729 0.3315 -0.0407 -0.0909
C -6.798809 3.647114 -0.813684 0.2074 -0.2390 0.0448
C 3.629814 1.001770 0.493630 -0.3761 1.0721 0.1780
C -3.443348 -0.229941 0.318171 0.0115 0.0218 -0.4230
C 6.818573 -10.679038 -0.603885 0.0534 0.1390 -0.2358
C 1.214755 2.707318 4.721143 -0.0214 0.5525 0.2086
H 0.258090 2.506480 5.207327 0.0369 -0.1587 -0.0124
C 1.643910 -0.534079 2.952360 -0.0279 -2.5415 -3.8261
O 1.576421 5.769743 2.879648 0.0006 0.0017 0.0818
H 5.325883 3.120171 1.547237 0.3143 0.0449 0.1680
H -0.411844 -2.577274 -0.246150 0.0697 -0.0195 -0.0949
H 0.026123 -3.764690 3.473830 -0.4947 0.0424 -0.0481
H -7.375878 3.981186 -6.137383 -0.0107 -0.1005 -0.0191
H -9.436455 3.533692 0.056306 -0.0670 0.0307 0.0997
H 1.145094 4.552212 6.475477 0.0007 -0.0662 -0.0521
O 7.100752 -9.631037 -3.132835 -0.0181 -0.0293 0.1246
N -2.068012 7.323460 -2.318128 -0.1212 0.1080 -0.0737
H 4.689683 0.249067 2.179643 -0.3869 0.0276 0.4284
C 0.114793 -1.622648 -0.189365 -0.3756 1.6751 0.1267
C 1.477430 4.593952 3.184196 0.0070 -0.0025 -0.1022
H 6.370554 1.857358 2.319715 -0.0101 0.2664 0.1139
H -5.110504 -3.323283 1.796226 0.0535 -0.0543 -0.1166
O -0.155301 -2.923138 3.028925 0.5820 0.3092 0.4225
H 2.191331 5.663196 5.558915 -0.0546 0.0605 0.0807
N -7.523031 2.704008 0.025961 -0.1404 0.0003 0.1041
B 0.599756 -2.922436 1.895046 0.5110 -0.9140 -0.0677
O -7.489671 5.157987 -3.656551 -0.0152 -0.0593 -0.0782
H 0.433954 5.764254 5.382827 0.0431 0.0533 0.0915
H -1.904801 9.062271 -3.462066 -0.0553 0.1242 0.0235
H -3.753604 4.281021 -5.400616 0.1257 0.1083 -0.0301
H 5.096647 -1.157638 0.492814 -0.1012 -0.0936 0.1471
C 5.097701 -4.462609 -0.599263 0.6737 -0.2454 -0.1109
C -2.381426 8.721545 -2.540339 0.2465 -0.1708 0.0492
H 3.169236 -3.172850 0.726269 -0.2911 0.1511 0.1758
H -1.926182 -0.892421 1.752522 0.1097 0.2777 -0.0850
H -7.701176 0.805039 0.762143 -0.0031 0.0233 -0.0016
C -4.429118 5.127375 -5.536310 -0.2559 -0.2490 -0.0771
C 0.956588 -1.565898 1.107746 -0.3765 -0.6361 -0.0144
C -4.596216 -1.527678 1.952755 0.4621 0.1883 0.9623
N -5.754938 4.761293 -5.074385 0.1066 0.1611 0.0370
C -0.954106 -0.505520 -0.192395 -0.5699 -0.4443 0.1617
H -0.529405 6.453213 -1.203112 0.1034 -0.0067 -0.0348
H 4.368468 0.671585 -0.246959 -0.0503 -0.2511 0.1588
H -9.117778 2.346848 1.337385 0.0501 -0.0286 -0.0214
O -2.828438 5.193339 -2.053315 0.0839 0.0461 -0.0848
N -4.403781 -0.226115 1.421601 0.2611 0.1643 0.5729
C -7.088089 1.438728 0.097373 -0.0439 -0.0410 -0.0693
H 1.506602 3.789854 2.427131 -0.0130 -0.0251 0.0503
N -4.280970 -1.665927 3.329451 -0.0433 -0.0288 -0.1465
H -5.765841 3.717848 -0.468348 0.0155 0.0531 -0.0932
H -0.424189 6.198371 -2.950442 0.0861 -0.0029 0.0472
H 4.207683 -4.287109 -1.201253 -0.1860 -0.3581 0.2159
H 5.883597 -13.212400 -1.267191 0.0398 -0.1328 -0.0175
H 3.333319 1.999728 0.140514 -0.1131 -0.1276 -0.0344
C 5.640695 -3.147317 -0.022609 0.0691 0.5823 -0.2673
S 4.698253 -5.683085 0.685306 -0.9574 0.3150 1.3021
H -1.360701 -0.337914 -1.194871 0.2375 -0.1330 -0.0804
H 7.092478 -11.527469 -3.856750 -0.0041 -0.0240 0.0447
C -8.687264 3.161366 0.757748 0.1711 0.1084 -0.1814